(1)
The following is a DFT calculation (ωB97M-V/def2-TZVPD) of a single C5H6O2 molecule in a non-equilibrium geometry.

The calculation puts the LUMO energy at 0.8 eV. As for the spin multiplicity: 1. Its energy above the lowest of the compared OMol25 structures with the same formula, charge and spin is 47.5 kcal/mol. Its SMILES is C[C@@]12C[C@@H]1C(=O)O2.

Positions of all 13 atoms, in Å:
C  1.282  1.139  0.262
C  0.174  0.269  -0.171
C  0.073  -1.140  -0.736
C  -0.528  -0.868  0.599
C  -1.863  0.014  0.183
O  -3.035  -0.037  0.244
O  -1.123  0.898  -0.520
H  2.091  0.450  0.468
H  1.078  1.745  1.147
H  1.522  1.814  -0.563
H  1.079  -1.447  -0.773
H  -0.480  -1.487  -1.600
H  -0.272  -1.350  1.460

---

(2)
The following is a DFT calculation (ωB97M-V/def2-TZVPD) of C42H45Br3FN7O6RbSe as an isolated structure in a non-equilibrium geometry.

The calculation puts the LUMO energy (spin up / spin down) at 1.8 / 1.5 eV. As for the spin multiplicity: 1. Its charge is -1.

Positions of all 106 atoms, in Å:
Rb  -0.471  0.406  -0.529
C  1.991  0.862  2.481
O  1.644  -0.298  1.756
C  2.515  -1.338  1.808
C  3.607  -1.346  2.648
C  4.456  -2.442  2.626
Br  5.960  -2.446  3.797
C  4.238  -3.498  1.791
C  3.129  -3.507  0.922
C  2.240  -2.419  0.928
O  1.143  -2.216  0.167
C  3.094  -4.691  0.041
N  4.194  -5.384  -0.190
C  3.822  -6.412  -1.020
C  4.568  -7.441  -1.597
C  3.906  -8.336  -2.415
C  2.529  -8.232  -2.663
C  1.769  -7.223  -2.103
C  2.443  -6.321  -1.287
N  2.012  -5.222  -0.589
H  2.989  1.217  2.209
H  1.949  0.689  3.562
H  1.261  1.621  2.213
H  3.806  -0.522  3.316
H  4.907  -4.343  1.755
H  0.822  -2.965  -0.381
H  5.629  -7.530  -1.403
H  4.462  -9.138  -2.886
H  2.055  -8.964  -3.306
H  0.708  -7.118  -2.287
H  1.032  -4.907  -0.639
F  5.952  -1.578  -3.644
C  5.032  -0.681  -4.055
C  4.056  -0.268  -3.194
C  3.127  0.697  -3.583
C  2.130  1.121  -2.589
O  2.044  0.584  -1.485
C  1.297  2.221  -3.019
C  1.388  2.684  -4.274
N  2.255  2.208  -5.244
C  2.058  2.757  -6.565
C  3.130  3.214  -7.514
C  2.250  2.042  -7.868
C  3.170  1.240  -4.885
C  4.167  0.770  -5.749
C  5.104  -0.170  -5.349
N  6.106  -0.523  -6.307
C  7.124  0.499  -6.601
C  7.607  0.303  -8.079
N  6.984  -0.956  -8.550
C  7.423  -2.067  -7.665
C  6.731  -1.850  -6.275
C  0.209  2.703  -2.026
O  0.562  3.463  -1.113
O  -0.906  2.188  -2.248
H  3.989  -0.667  -2.189
H  0.749  3.491  -4.604
H  1.189  3.397  -6.551
H  4.167  3.046  -7.265
H  2.962  4.151  -8.027
H  2.661  1.043  -7.876
H  1.485  2.193  -8.618
H  4.248  1.119  -6.764
H  7.971  0.398  -5.915
H  6.695  1.487  -6.451
H  8.690  0.226  -8.134
H  7.274  1.108  -8.740
H  7.048  -1.136  -9.587
H  6.006  -0.796  -8.161
H  8.505  -2.028  -7.561
H  7.152  -3.017  -8.126
H  7.471  -1.936  -5.478
H  5.958  -2.596  -6.095
Br  -1.678  -1.809  2.091
C  -2.816  -2.156  0.585
Br  -4.066  -0.712  0.358
H  -3.361  -3.073  0.766
H  -2.201  -2.257  -0.306
Se  -1.065  -3.995  -1.608
C  -0.697  -0.071  6.072
C  -2.065  -0.112  5.393
N  -2.973  0.909  5.902
C  -3.866  0.523  6.988
C  -5.126  -0.152  6.453
C  -3.015  2.190  5.449
O  -3.685  3.062  5.987
C  -2.209  2.509  4.223
C  -1.125  3.375  4.275
C  -0.474  3.703  3.097
C  -0.927  3.154  1.904
N  -1.969  2.325  1.849
C  -2.597  2.022  2.978
H  -0.072  -0.877  5.685
H  -0.792  -0.190  7.153
H  -0.204  0.881  5.870
H  -2.528  -1.086  5.559
H  -1.933  -0.001  4.322
H  -4.134  1.426  7.530
H  -3.325  -0.145  7.662
H  -5.663  0.540  5.804
H  -5.783  -0.443  7.274
H  -4.877  -1.043  5.875
H  -0.809  3.785  5.227
H  0.371  4.378  3.102
H  -0.453  3.401  0.954
H  -3.456  1.363  2.890

---

(3)
The following is a DFT calculation (ωB97M-V/def2-TZVPD) of a 2-piece molecular cluster, C4H4Si overall in a non-equilibrium geometry.

Its expectation value of S² is 2.023. The calculation puts the LUMO energy (spin up / spin down) at 0.9 / -4.1 eV. As for the spin multiplicity: 3. Its energy above the lowest of the compared OMol25 structures with the same formula, charge and spin is 45.4 kcal/mol.

Positions of all 9 atoms, in Å:
C  -2.672  0.614  0.971
C  2.982  0.751  -0.021
C  -1.762  -0.030  0.443
C  1.951  0.153  0.103
Si  -0.508  -0.935  -0.424
H  -3.420  1.218  1.236
H  3.920  1.163  -0.244
H  -0.253  -0.452  -1.842
H  -0.237  -2.482  -0.221

---

(4)
The following is a DFT calculation (ωB97M-V/def2-TZVPD) of C2H4HgLiO2 as an isolated structure in a non-equilibrium geometry.

The calculation puts the LUMO energy at 2.9 eV. As for the spin multiplicity: 1. Its energy above the lowest of the compared OMol25 structures with the same formula, charge and spin is 7.9 kcal/mol. Its charge is -1.

Positions of all 10 atoms, in Å:
O  1.413  -1.205  -1.100
H  1.321  -1.078  -2.044
C  0.145  0.978  -0.465
C  -0.036  0.795  0.895
O  -0.448  -0.376  1.430
H  -0.548  0.443  -1.131
H  0.590  1.917  -0.804
H  -0.369  1.674  1.471
Hg  -2.496  -1.265  1.477
Li  0.430  -1.883  0.272

---

(5)
The following is a DFT calculation (ωB97M-V/def2-TZVPD) of C55H138N9O19Pd as an isolated structure in a non-equilibrium geometry.

Its expectation value of S² is 2.007. The calculation puts the LUMO energy (spin up / spin down) at -1.7 / -3.1 eV. As for the spin multiplicity: 3. Its charge is +1.

Positions of all 222 atoms, in Å:
Pd  1.845  -1.108  -2.573
C  0.991  0.366  0.150
O  1.738  0.380  -1.059
H  0.986  -0.631  0.569
H  1.569  0.983  0.829
H  -0.023  0.858  0.067
C  1.899  -4.157  -1.491
O  2.033  -2.775  -1.221
C  3.251  -2.455  -0.592
C  4.377  -2.220  -1.613
N  4.052  -0.972  -2.302
C  4.989  -0.572  -3.297
C  6.423  -0.477  -2.738
O  6.433  0.544  -1.807
C  7.604  0.629  -1.039
H  2.777  -4.429  -2.075
H  0.994  -4.271  -2.165
H  1.869  -4.754  -0.616
H  3.622  -3.274  0.042
H  3.086  -1.563  0.055
H  4.470  -3.030  -2.384
H  5.359  -2.116  -1.038
H  4.011  -0.191  -1.680
H  4.730  0.353  -3.791
H  5.089  -1.310  -4.083
H  7.067  -0.251  -3.615
H  6.610  -1.472  -2.328
H  7.511  1.549  -0.485
H  8.557  0.692  -1.662
H  7.678  -0.192  -0.333
C  -9.761  -3.898  0.564
O  -8.546  -3.194  0.991
C  -8.455  -3.169  2.385
C  -7.357  -2.197  2.735
N  -6.105  -2.722  2.362
C  -4.940  -1.890  2.537
C  -3.751  -2.779  2.071
O  -2.568  -2.031  2.102
C  -1.423  -2.818  1.767
H  -10.594  -3.402  1.046
H  -9.767  -4.932  0.969
H  -9.892  -3.938  -0.507
H  -8.251  -4.111  2.820
H  -9.393  -2.755  2.810
H  -7.371  -1.974  3.783
H  -7.560  -1.245  2.284
H  -6.169  -2.967  1.352
H  -4.860  -1.584  3.609
H  -4.959  -0.982  1.914
H  -3.920  -3.075  1.048
H  -3.728  -3.643  2.666
H  -0.974  -3.369  2.620
H  -0.689  -2.126  1.434
H  -1.665  -3.441  0.891
C  -3.620  -3.554  -3.845
O  -2.367  -3.347  -3.168
C  -2.388  -2.311  -2.172
C  -0.968  -2.085  -1.891
N  -0.314  -1.398  -3.031
C  -0.765  -0.065  -3.270
C  -0.068  0.460  -4.488
O  1.300  0.581  -4.158
C  2.185  1.154  -5.132
H  -4.205  -2.659  -4.061
H  -4.214  -4.152  -3.238
H  -3.372  -4.041  -4.795
H  -2.992  -2.596  -1.251
H  -2.950  -1.467  -2.549
H  -0.378  -2.960  -1.721
H  -0.839  -1.419  -1.022
H  -0.521  -1.978  -3.846
H  -0.504  0.557  -2.389
H  -1.858  0.054  -3.445
H  -0.444  1.485  -4.608
H  -0.170  -0.079  -5.394
H  2.943  1.716  -4.656
H  1.622  1.869  -5.789
H  2.626  0.408  -5.741
C  -1.630  1.105  2.825
O  -1.492  1.947  3.992
C  -1.749  3.412  3.794
C  -3.070  3.787  3.080
N  -4.210  3.592  3.960
C  -4.771  2.262  3.855
C  -5.846  2.033  4.950
O  -6.435  0.745  4.824
C  -6.806  0.236  6.098
H  -0.698  1.147  2.251
H  -2.456  1.329  2.122
H  -1.628  0.062  3.231
H  -0.957  3.961  3.306
H  -1.774  3.839  4.834
H  -3.258  3.276  2.081
H  -3.069  4.853  2.888
H  -4.966  4.303  3.983
H  -4.014  1.476  4.047
H  -5.236  2.042  2.895
H  -6.576  2.854  4.884
H  -5.301  2.170  5.868
H  -7.589  0.878  6.542
H  -5.986  0.354  6.739
H  -7.017  -0.800  5.986
C  2.342  1.151  4.433
O  2.318  1.764  3.199
C  2.055  3.180  3.194
C  3.314  3.876  3.695
N  3.477  5.279  3.354
C  2.555  6.158  3.953
C  1.299  6.337  3.092
O  0.547  7.408  3.518
C  -0.502  7.763  2.557
H  3.216  1.350  5.050
H  2.377  0.060  4.213
H  1.499  1.339  5.147
H  1.170  3.386  3.798
H  1.879  3.456  2.134
H  4.146  3.356  3.279
H  3.367  3.826  4.787
H  3.660  5.439  2.349
H  3.004  7.108  4.067
H  2.400  5.842  4.995
H  0.679  5.419  3.036
H  1.689  6.407  2.060
H  -1.278  8.304  3.100
H  -0.971  6.891  2.070
H  -0.050  8.470  1.824
C  8.955  -3.639  -3.040
O  8.136  -3.488  -1.918
C  8.907  -3.687  -0.750
C  8.101  -3.844  0.472
N  7.506  -2.609  0.960
C  6.804  -2.707  2.210
C  6.132  -1.368  2.493
O  5.240  -0.990  1.480
C  4.944  0.422  1.499
H  8.422  -3.220  -3.896
H  9.317  -4.679  -3.272
H  9.885  -3.113  -2.993
H  9.626  -2.877  -0.547
H  9.430  -4.611  -0.847
H  8.763  -4.249  1.258
H  7.329  -4.591  0.354
H  6.925  -2.272  0.235
H  7.333  -2.957  3.101
H  5.914  -3.438  2.240
H  6.908  -0.616  2.666
H  5.635  -1.458  3.486
H  5.743  0.964  1.021
H  4.709  0.870  2.491
H  4.106  0.557  0.892
C  -3.525  5.708  -6.904
O  -4.016  5.204  -5.675
C  -3.727  5.969  -4.518
C  -2.199  5.977  -4.080
N  -2.029  6.402  -2.669
C  -0.677  6.875  -2.336
C  0.443  5.869  -2.791
O  0.184  4.598  -2.130
C  1.012  3.530  -2.491
H  -3.793  6.794  -7.063
H  -3.960  5.115  -7.714
H  -2.411  5.664  -6.961
H  -4.347  5.492  -3.673
H  -4.076  7.029  -4.639
H  -1.723  6.799  -4.698
H  -1.692  5.064  -4.277
H  -2.415  5.717  -2.045
H  -0.571  7.102  -1.265
H  -0.449  7.769  -2.947
H  1.511  6.144  -2.526
H  0.460  5.630  -3.848
H  0.791  2.693  -1.836
H  2.005  3.758  -2.224
H  0.820  3.268  -3.546
C  -8.687  0.747  -2.970
O  -7.717  1.147  -1.991
C  -7.927  0.620  -0.703
C  -6.703  1.218  0.096
N  -5.464  0.782  -0.525
C  -4.307  1.507  -0.086
C  -3.098  1.223  -0.897
O  -3.238  1.278  -2.290
C  -3.137  2.652  -2.683
H  -8.412  1.118  -3.927
H  -9.674  1.191  -2.802
H  -8.844  -0.353  -3.047
H  -7.858  -0.459  -0.738
H  -8.929  0.959  -0.294
H  -6.670  0.887  1.133
H  -6.721  2.354  0.115
H  -5.553  0.787  -1.586
H  -4.116  1.421  1.000
H  -4.531  2.608  -0.186
H  -2.822  0.198  -0.590
H  -2.275  1.853  -0.536
H  -3.120  2.621  -3.758
H  -2.195  3.077  -2.345
H  -3.939  3.331  -2.373
C  5.420  -6.034  -2.758
O  4.528  -6.451  -1.781
C  5.152  -7.380  -0.864
C  4.146  -7.686  0.226
N  3.961  -6.642  1.165
C  2.818  -6.736  2.024
C  2.766  -5.570  2.942
O  2.489  -4.418  2.159
C  2.346  -3.220  2.953
H  4.890  -5.255  -3.388
H  5.724  -6.900  -3.321
H  6.303  -5.512  -2.304
H  6.014  -6.943  -0.383
H  5.500  -8.285  -1.379
H  4.636  -8.564  0.727
H  3.228  -7.982  -0.244
H  3.870  -5.760  0.684
H  2.875  -7.597  2.708
H  1.950  -6.962  1.471
H  3.781  -5.499  3.287
H  2.031  -5.703  3.748
H  1.933  -2.501  2.275
H  3.329  -2.838  3.368
H  1.569  -3.390  3.662

---

(6)
The following is a DFT calculation (ωB97M-V/def2-TZVPD) of BrO2Pb2V as an isolated structure in a non-equilibrium geometry.

The calculation puts the LUMO energy at -16.7 eV. As for the spin multiplicity: 1. Its energy above the lowest of the compared OMol25 structures with the same formula, charge and spin is 15.1 kcal/mol. Its charge is +4.

Positions of all 6 atoms, in Å:
Pb  -14.052  2.765  17.739
Pb  -12.554  9.135  16.026
O  -19.509  11.087  19.399
V  -19.281  10.158  18.163
O  -20.500  9.155  18.205
Br  -16.217  6.840  17.668

---

(7)
The following is a DFT calculation (ωB97M-V/def2-TZVPD) of a 8-piece molecular cluster, C36H32BF4O22 overall in a non-equilibrium geometry.

The calculation puts the LUMO energy at -0.7 eV. As for the spin multiplicity: 1. Its energy above the lowest of the compared OMol25 structures with the same formula, charge and spin is 56.8 kcal/mol. Its charge is -1.

Positions of all 95 atoms, in Å:
B  -0.130  1.453  -0.813
F  -1.326  0.772  -0.526
F  -0.088  1.480  -2.195
F  -0.314  2.774  -0.436
F  0.895  0.759  -0.171
C  5.602  4.374  -0.227
C  5.657  3.706  -1.467
C  4.494  3.115  -2.149
O  4.534  2.344  -3.084
C  3.339  3.341  -1.386
C  3.227  4.049  -0.035
C  4.406  4.639  0.584
O  4.392  5.166  1.658
O  2.018  4.041  0.735
O  6.885  3.557  -2.204
H  6.514  4.804  0.184
H  2.386  3.009  -1.861
H  1.222  3.510  0.306
H  6.669  2.926  -2.973
C  3.038  -4.862  0.491
C  2.768  -3.408  0.038
C  3.443  -2.974  -1.202
O  3.040  -1.903  -1.719
C  4.472  -3.738  -1.750
C  4.901  -5.123  -1.118
C  4.085  -5.669  -0.068
O  4.287  -6.814  0.387
O  5.998  -5.834  -1.615
O  1.731  -2.653  0.615
H  2.503  -5.228  1.401
H  5.101  -3.413  -2.513
H  6.276  -6.594  -1.101
H  1.413  -1.795  0.294
C  -0.606  1.422  3.243
C  0.059  1.999  4.473
C  -0.070  1.479  5.794
O  0.568  1.998  6.654
C  -1.072  0.494  5.971
C  -1.844  -0.141  4.728
C  -1.407  0.257  3.343
O  -1.629  -0.533  2.356
O  -3.030  -0.888  4.834
O  0.748  3.154  4.330
H  -0.402  1.821  2.214
H  -1.404  0.256  6.988
H  -3.178  -1.355  5.595
H  1.168  3.429  5.133
C  -5.216  0.683  -5.322
C  -5.103  -0.867  -4.943
C  -3.894  -1.278  -4.315
O  -3.706  -2.438  -4.120
C  -2.891  -0.241  -3.909
C  -3.121  1.292  -4.302
C  -4.232  1.693  -5.085
O  -4.375  2.849  -5.544
O  -2.343  2.377  -3.695
O  -6.138  -1.760  -5.163
H  -6.180  1.205  -5.817
H  -2.000  -0.281  -3.248
H  -1.716  1.818  -3.224
H  -5.651  -2.610  -4.974
C  -4.141  -5.197  -1.122
C  -2.729  -5.667  -1.635
C  -1.605  -4.703  -1.497
O  -0.373  -5.123  -1.548
C  -1.829  -3.411  -0.884
C  -3.234  -2.934  -0.467
C  -4.406  -3.936  -0.501
O  -5.545  -3.634  -0.209
O  -3.556  -1.725  0.014
O  -2.606  -7.006  -2.062
H  -4.906  -5.942  -1.422
H  -0.944  -2.661  -0.725
H  -2.730  -1.213  0.182
H  -1.781  -7.152  -2.450
C  -3.482  3.779  -0.881
C  -4.332  3.655  0.404
O  -5.062  4.662  0.680
C  -4.163  2.631  1.496
H  -2.489  3.711  -0.605
H  -3.765  4.492  -1.521
H  -3.674  2.834  -1.389
H  -4.864  2.788  2.427
H  -3.208  2.438  1.880
H  -4.494  1.656  1.236
C  3.563  1.402  4.584
C  3.798  0.544  3.289
O  4.367  -0.530  3.239
C  3.295  1.229  1.954
H  3.213  2.337  3.984
H  4.408  1.631  5.246
H  2.805  0.829  5.194
H  3.660  0.757  0.990
H  3.717  2.321  1.938
H  2.289  1.495  2.108

---

| no. | calculated total energy (a.u.) |
| --- | --- |
| 1 | -344.5262 |
| 2 | -12709.6146 |
| 3 | -443.9357 |
| 4 | -390.0424 |
| 5 | -4227.8247 |
| 6 | -4052.2290 |
| 7 | -3470.3270 |